1.
{
  "formula": "C3H11N3O",
  "method": "ωB97M-V/def2-TZVPD",
  "species": ["C", "C", "N", "C", "N", "N", "H", "H", "H", "H", "H", "H", "H", "H", "H", "H", "H", "O"],
  "positions_angstrom": [[-2.632, 0.494, -0.205], [-1.260, 0.102, -0.686], [-0.188, 0.729, 0.070], [0.920, 1.336, -0.561], [0.592, 2.234, -1.556], [2.101, 0.953, -0.282], [-3.085, 1.353, -0.696], [-3.325, -0.338, -0.306], [-2.652, 0.702, 0.866], [-1.080, 0.301, -1.753], [-1.134, -0.987, -0.637], [-0.446, 1.245, 0.892], [-0.382, 2.486, -1.642], [1.241, 2.902, -1.935], [2.791, 1.471, -0.815], [2.822, -4.331, 3.544], [2.514, -5.576, 2.630], [3.202, -5.075, 3.073]],
  "forces_ev_per_angstrom": [[-0.7, -0.1, 0.3], [0.9, -0.1, -0.5], [0.4, 0.0, 0.4], [0.1, -0.1, -1.3], [-0.5, -0.3, 0.2], [0.2, -0.1, 0.7], [0.2, 0.2, -0.1], [-0.2, -0.2, -0.3], [0.3, 0.1, 0.1], [-0.4, 0.2, 0.2], [-0.1, 0.0, 0.3], [-0.3, 0.0, 0.1], [-0.1, 0.3, 0.1], [0.3, 0.0, 0.0], [0.0, 0.2, -0.1], [-0.4, -0.1, -0.2], [-0.3, 0.3, 0.1], [0.6, -0.3, 0.1]],
  "charge": -1,
  "gap_ev": [1.856, 8.178],
  "multiplicity": 2,
  "lumo_ev": [3.031, 2.960],
  "relative_energy_ev": 0.881
}

2.
{
  "formula": "C37H41FeIN2OPS",
  "method": "ωB97M-V/def2-TZVPD",
  "species": ["Fe", "I", "C", "C", "C", "C", "C", "C", "C", "C", "C", "C", "H", "H", "H", "H", "H", "H", "O", "N", "C", "C", "C", "C", "C", "S", "H", "H", "H", "H", "C", "C", "C", "P", "C", "C", "C", "C", "C", "C", "C", "C", "C", "C", "N", "C", "C", "C", "C", "C", "C", "C", "C", "C", "H", "H", "H", "H", "H", "H", "H", "H", "H", "H", "H", "H", "H", "H", "H", "H", "H", "H", "H", "H", "H", "H", "H", "H", "H", "H", "H", "H", "H", "H", "H"],
  "positions_angstrom": [[-0.501, -0.027, 0.973], [0.050, 2.771, 2.081], [-1.367, 3.554, 0.749], [-1.606, 4.900, 0.775], [-2.550, 5.466, -0.102], [-3.226, 4.662, -0.969], [-2.993, 3.266, -1.007], [-3.733, 2.459, -1.902], [-3.535, 1.107, -1.911], [-2.586, 0.531, -1.046], [-1.791, 1.245, -0.167], [-2.032, 2.660, -0.148], [-1.073, 5.531, 1.473], [-2.736, 6.533, -0.075], [-3.963, 5.077, -1.646], [-4.461, 2.931, -2.553], [-4.110, 0.471, -2.575], [-2.501, -0.553, -1.067], [-0.104, -0.351, 2.990], [-0.894, -0.974, 3.848], [-0.363, -1.247, 5.059], [-1.072, -1.894, 6.032], [-2.391, -2.274, 5.739], [-2.913, -1.991, 4.509], [-2.173, -1.323, 3.502], [-2.769, -0.971, 1.969], [0.656, -0.909, 5.158], [-0.610, -2.095, 6.985], [-2.991, -2.791, 6.476], [-3.920, -2.279, 4.245], [4.714, 1.389, -0.808], [3.817, 1.120, 0.403], [3.680, 2.397, 1.227], [2.159, 0.308, 0.074], [1.627, 0.770, -1.657], [1.328, 2.261, -1.780], [2.443, 0.259, -2.841], [2.568, -1.445, -0.125], [3.851, -1.954, -0.274], [4.110, -3.294, -0.528], [5.512, -3.818, -0.637], [3.003, -4.126, -0.672], [1.715, -3.663, -0.520], [1.438, -2.309, -0.196], [0.181, -1.820, -0.002], [-0.850, -2.778, -0.203], [-1.203, -3.668, 0.822], [-0.420, -3.687, 2.101], [-2.263, -4.542, 0.634], [-2.979, -4.579, -0.554], [-4.180, -5.467, -0.706], [-2.573, -3.744, -1.587], [-1.515, -2.856, -1.435], [-1.046, -2.043, -2.604], [5.689, 1.759, -0.476], [4.278, 2.157, -1.449], [4.877, 0.504, -1.421], [4.313, 0.378, 1.040], [3.131, 3.169, 0.686], [4.671, 2.792, 1.463], [3.154, 2.216, 2.162], [0.667, 0.246, -1.685], [2.244, 2.857, -1.778], [0.689, 2.613, -0.969], [0.807, 2.463, -2.719], [3.336, 0.861, -3.019], [1.834, 0.312, -3.748], [2.748, -0.778, -2.704], [4.698, -1.285, -0.197], [6.219, -3.005, -0.815], [5.613, -4.528, -1.460], [5.831, -4.332, 0.275], [3.150, -5.176, -0.907], [0.896, -4.357, -0.643], [-0.101, -2.682, 2.376], [0.491, -4.279, 1.981], [-1.005, -4.120, 2.913], [-2.548, -5.200, 1.449], [-4.113, -6.338, -0.054], [-4.286, -5.820, -1.732], [-5.097, -4.932, -0.447], [-3.094, -3.780, -2.538], [-1.739, -2.138, -3.441], [-0.060, -2.382, -2.932], [-0.956, -0.985, -2.354]],
  "forces_ev_per_angstrom": [[-0.2, -0.5, 0.0], [-0.3, 0.4, 0.1], [0.0, 0.0, -0.2], [0.2, -0.1, 0.2], [-0.1, 0.0, -0.1], [0.0, 0.0, 0.0], [-0.1, 0.0, -0.1], [0.0, -0.1, 0.0], [-0.1, 0.2, 0.0], [0.1, -0.2, 0.1], [0.1, 0.1, -0.2], [0.1, 0.0, 0.2], [0.0, 0.0, 0.0], [0.0, 0.0, 0.0], [0.0, 0.0, 0.0], [0.0, 0.0, 0.0], [0.0, 0.0, 0.0], [-0.1, 0.1, 0.1], [0.3, 0.0, 0.0], [0.0, 0.1, 0.0], [0.0, 0.0, 0.0], [0.0, 0.0, -0.1], [0.1, 0.0, 0.0], [-0.1, 0.0, 0.0], [0.0, 0.0, 0.1], [0.1, 0.1, -0.1], [0.0, 0.0, 0.0], [0.0, 0.0, 0.0], [0.0, 0.0, 0.0], [0.0, 0.0, 0.0], [0.0, 0.0, 0.0], [0.1, -0.2, 0.0], [-0.1, 0.0, 0.0], [-0.1, 0.2, 0.0], [0.0, -0.1, 0.0], [0.0, 0.1, 0.1], [0.1, 0.0, 0.0], [-0.1, 0.0, -0.1], [0.0, 0.0, 0.0], [-0.1, 0.0, 0.0], [0.1, 0.0, 0.0], [0.1, 0.0, 0.0], [-0.1, 0.1, 0.0], [0.1, 0.1, -0.1], [-0.2, -0.1, -0.2], [0.0, 0.0, 0.0], [0.0, 0.1, -0.1], [0.0, 0.0, 0.0], [0.0, 0.0, 0.0], [0.0, 0.0, 0.0], [-0.1, -0.1, 0.0], [-0.1, 0.0, 0.1], [0.1, -0.1, 0.1], [0.1, 0.1, -0.1], [0.0, 0.0, 0.0], [0.0, 0.0, 0.0], [0.0, 0.0, 0.0], [0.0, 0.0, 0.0], [0.0, 0.0, 0.0], [0.0, 0.0, 0.0], [0.0, 0.0, 0.0], [0.0, 0.0, 0.0], [0.0, 0.0, 0.0], [0.0, 0.0, 0.0], [0.0, 0.0, 0.0], [-0.1, 0.0, 0.0], [0.0, 0.0, 0.0], [0.0, 0.0, 0.0], [0.1, 0.1, 0.0], [0.0, 0.0, 0.0], [0.0, 0.0, 0.0], [0.0, 0.0, 0.0], [0.0, 0.0, 0.0], [0.0, 0.0, 0.0], [0.0, -0.1, -0.1], [0.0, 0.0, 0.0], [0.0, 0.0, 0.0], [0.0, 0.0, 0.0], [0.0, 0.0, 0.0], [0.0, 0.0, 0.0], [0.0, 0.0, 0.0], [0.0, 0.0, 0.0], [0.0, 0.0, 0.0], [0.0, 0.0, 0.0], [0.0, -0.1, 0.0]],
  "charge": -1,
  "gap_ev": [6.423, 6.465],
  "multiplicity": 5,
  "lumo_ev": [2.465, 2.453],
  "relative_energy_ev": 0.723
}

3.
{
  "formula": "C20H63N14O12Zn",
  "method": "ωB97M-V/def2-TZVPD",
  "species": ["Zn", "C", "C", "C", "O", "H", "H", "H", "H", "H", "H", "H", "C", "O", "N", "N", "H", "H", "H", "H", "C", "O", "N", "N", "H", "H", "H", "H", "C", "O", "N", "N", "H", "H", "H", "H", "C", "O", "N", "N", "H", "H", "H", "H", "C", "O", "N", "N", "H", "H", "H", "H", "C", "O", "N", "N", "H", "H", "H", "H", "C", "O", "N", "N", "H", "H", "H", "H", "C", "C", "O", "H", "H", "H", "H", "H", "H", "C", "C", "O", "H", "H", "H", "H", "H", "H", "C", "C", "C", "O", "H", "H", "H", "H", "H", "H", "H", "H", "C", "C", "C", "O", "H", "H", "H", "H", "H", "H", "H", "H"],
  "positions_angstrom": [[-9.354, -13.255, 25.166], [-9.945, -10.598, 29.615], [-9.206, -9.686, 28.640], [-7.795, -9.280, 29.152], [-9.182, -10.143, 27.321], [-10.140, -10.232, 30.623], [-9.426, -11.525, 29.860], [-10.919, -10.913, 29.240], [-9.825, -8.791, 28.707], [-7.919, -8.812, 30.129], [-7.136, -8.589, 28.627], [-7.174, -10.152, 29.356], [-10.512, -10.467, 20.858], [-10.424, -11.407, 21.622], [-10.043, -9.284, 20.991], [-11.301, -10.516, 19.835], [-9.395, -9.210, 21.763], [-9.925, -8.666, 20.201], [-11.670, -11.440, 19.661], [-11.484, -9.698, 19.271], [-8.343, -9.693, 36.435], [-7.965, -10.294, 35.422], [-7.622, -8.736, 36.968], [-9.335, -10.108, 37.144], [-6.683, -8.642, 36.607], [-8.022, -8.085, 37.628], [-9.940, -10.889, 36.934], [-9.607, -9.499, 37.903], [-1.099, -10.551, 25.328], [-1.928, -11.322, 25.750], [0.089, -10.936, 24.908], [-1.286, -9.264, 25.285], [0.338, -11.912, 24.983], [0.788, -10.254, 24.654], [-2.254, -9.004, 25.412], [-0.526, -8.725, 24.894], [-16.949, -12.237, 33.741], [-18.050, -12.083, 33.248], [-15.844, -12.046, 33.082], [-16.719, -12.626, 35.002], [-15.928, -12.003, 32.076], [-15.015, -12.122, 33.653], [-15.784, -12.799, 35.343], [-17.490, -12.787, 35.634], [-6.168, -16.074, 28.131], [-7.070, -15.387, 27.749], [-4.947, -15.684, 28.276], [-6.229, -17.354, 28.240], [-4.641, -14.753, 28.033], [-4.263, -16.375, 28.548], [-7.085, -17.869, 28.089], [-5.321, -17.739, 28.459], [-14.552, -7.839, 25.349], [-15.788, -7.575, 25.172], [-13.820, -8.526, 24.581], [-13.952, -7.343, 26.371], [-12.932, -8.827, 24.957], [-14.373, -9.061, 23.927], [-13.014, -7.587, 26.656], [-14.454, -6.683, 26.947], [-14.418, -14.154, 26.119], [-13.206, -13.973, 26.073], [-15.029, -15.245, 25.665], [-15.188, -13.222, 26.661], [-16.018, -15.261, 25.871], [-14.496, -15.930, 25.149], [-14.665, -12.464, 27.075], [-16.197, -13.278, 26.670], [-8.130, -5.172, 24.067], [-6.710, -5.630, 24.337], [-6.642, -7.004, 24.151], [-8.843, -5.784, 24.619], [-8.259, -5.284, 22.991], [-8.261, -4.125, 24.340], [-6.384, -5.366, 25.342], [-5.983, -5.089, 23.732], [-7.122, -7.472, 24.838], [-11.730, -15.131, 34.782], [-11.830, -15.464, 36.238], [-12.527, -14.385, 36.777], [-11.323, -14.151, 34.536], [-12.703, -15.130, 34.292], [-11.135, -15.873, 34.250], [-10.797, -15.480, 36.586], [-12.264, -16.440, 36.455], [-12.652, -14.668, 37.686], [-4.036, -4.650, 32.737], [-3.122, -3.884, 31.860], [-3.451, -4.000, 30.376], [-3.270, -2.492, 32.058], [-3.986, -5.724, 32.557], [-5.101, -4.421, 32.742], [-3.624, -4.621, 33.746], [-2.074, -4.138, 32.021], [-2.670, -3.491, 29.812], [-4.340, -3.402, 30.180], [-3.504, -5.012, 29.974], [-2.847, -2.064, 31.309], [-10.216, -2.829, 29.132], [-10.648, -1.327, 28.968], [-9.697, -0.398, 29.575], [-10.677, -1.001, 27.612], [-9.185, -3.016, 28.830], [-10.853, -3.384, 28.443], [-10.417, -3.168, 30.148], [-11.641, -1.267, 29.413], [-9.653, -0.472, 30.662], [-10.091, 0.600, 29.381], [-8.668, -0.543, 29.248], [-11.551, -1.284, 27.333]],
  "forces_ev_per_angstrom": [[-0.2, 0.3, 0.3], [0.3, -1.6, 0.5], [-2.0, -0.9, -0.9], [1.6, 0.0, 0.7], [1.0, 0.5, 2.1], [0.2, 0.9, -0.2], [0.3, -0.2, -0.4], [0.1, 0.2, -0.4], [0.3, 1.1, -0.6], [-0.6, 0.0, 0.0], [-0.7, 0.0, -0.8], [-0.3, -0.4, -0.3], [-1.6, -2.3, 0.6], [1.0, -1.0, 1.5], [3.5, 4.4, 2.2], [-2.5, -1.4, -3.5], [0.1, 0.5, -0.2], [0.1, -0.1, 0.4], [-0.3, 0.5, -0.5], [-0.2, -0.7, -0.1], [2.4, -2.7, -3.5], [-0.1, 0.3, -0.1], [1.5, 2.7, 1.0], [-4.0, -0.3, 2.9], [-0.4, 0.4, 0.1], [0.6, -0.1, -0.1], [0.4, 0.4, -0.4], [-0.3, -0.6, 0.1], [-0.4, -1.9, 0.7], [-1.4, -1.2, 0.4], [2.7, -1.1, -1.0], [-0.5, 3.0, -0.1], [0.0, 0.4, 0.0], [0.0, -0.5, 0.0], [0.5, 0.7, -0.2], [-1.0, 0.6, 0.1], [-2.7, -0.2, 0.4], [-0.7, -0.1, 0.0], [2.8, 0.5, -1.5], [-0.2, -0.6, 2.3], [0.6, 0.2, 0.4], [0.4, 0.1, -1.2], [-0.4, 0.0, 0.0], [0.2, 0.1, -0.3], [-1.2, 0.9, -1.7], [-2.7, 2.3, -0.6], [4.7, 2.3, 1.0], [-0.4, -4.6, 1.0], [-0.2, -0.3, 0.2], [0.2, 0.8, -0.1], [0.5, 0.0, 0.2], [-1.1, -1.3, -0.1], [-7.4, 2.8, 0.6], [2.5, -0.9, -0.2], [2.4, -3.4, -3.7], [2.2, 2.3, 4.6], [-0.2, -0.4, -0.7], [0.7, -0.3, -0.2], [-0.2, 0.2, -0.2], [0.1, -0.3, -0.1], [1.9, 0.0, -0.2], [0.9, -0.2, -0.3], [-0.9, -0.5, -0.1], [-1.2, 1.3, 0.9], [0.2, -0.9, -0.6], [-0.5, 0.1, 0.2], [-0.6, 0.0, -0.1], [0.3, 0.3, 0.2], [0.6, 0.5, -0.3], [-0.5, 1.0, 1.2], [0.9, -1.3, -0.7], [0.0, 0.0, -0.1], [-0.5, 0.0, 0.0], [-0.1, 0.0, 0.0], [-0.2, 0.0, 0.4], [-0.1, -0.5, -0.6], [0.0, 0.2, 0.1], [-0.3, -0.8, -1.5], [1.3, 0.5, -1.4], [-0.6, -0.1, 1.4], [0.3, 0.0, 0.6], [-0.3, -0.2, 0.1], [0.1, 0.0, 0.0], [0.2, -0.1, 0.5], [-0.3, 0.0, -0.2], [-0.4, 0.7, 0.4], [0.2, -1.2, 1.4], [-0.3, 0.7, -2.1], [0.4, -0.4, -0.5], [0.0, 0.7, 1.3], [0.2, -0.1, -0.6], [0.2, 0.6, -0.2], [-0.4, 0.4, 0.3], [0.0, -0.4, 0.2], [0.3, 0.0, -0.1], [-0.3, -0.5, 0.0], [-0.2, 0.0, 0.1], [0.1, 0.2, 0.1], [-0.8, 0.8, -0.3], [0.8, -2.5, 0.4], [0.4, 1.2, 1.6], [-0.8, 0.0, -0.9], [0.1, 0.2, 0.2], [-0.1, -0.3, 0.1], [0.2, -0.1, 0.0], [-0.2, 0.3, 0.1], [-0.1, -0.2, 0.1], [0.6, 0.2, -0.2], [-0.2, 0.2, -0.4], [0.0, 0.1, -0.7]],
  "charge": 1,
  "gap_ev": 2.687,
  "lumo_ev": -8.294
}

4.
{
  "formula": "C4H8NOP",
  "method": "ωB97M-V/def2-TZVPD",
  "species": ["C", "P", "N", "C", "C", "C", "O", "H", "H", "H", "H", "H", "H", "H", "H"],
  "positions_angstrom": [[3.314, 0.360, -0.850], [2.540, -0.467, 0.614], [0.642, 0.044, 0.102], [-0.546, -0.140, 0.398], [-1.897, -0.161, 0.187], [-2.855, 0.706, 0.941], [-2.489, -1.146, -0.497], [3.762, -0.348, -1.567], [4.134, 1.005, -0.509], [2.495, 1.063, -1.391], [2.237, -1.927, 0.124], [-3.927, 0.554, 0.641], [-2.971, 0.344, 1.987], [-2.620, 1.797, 0.834], [-1.819, -1.683, -1.011]],
  "forces_ev_per_angstrom": [[-1.4, 1.1, -1.3], [-3.3, -1.4, -0.7], [0.8, 0.0, 0.0], [0.3, -0.1, -0.7], [2.3, 1.2, 1.6], [-1.3, 0.2, 0.5], [0.3, -2.3, -1.9], [-0.5, 0.2, 0.2], [-0.3, -0.1, 0.1], [1.8, -1.8, 1.2], [0.7, 2.2, 0.4], [1.1, 0.1, -0.6], [0.7, 0.7, -0.3], [-0.1, -1.0, 0.5], [-1.1, 1.0, 0.9]],
  "gap_ev": [7.374, 7.373],
  "smiles": "CPN=C=C(C)O",
  "lumo_ev": [0.534, 0.534],
  "relative_energy_ev": 3.872
}

For each record above, in turn, the calculated E values are -360.3454, -3920.2853, -4248.2114, -628.4300 Eh.